Entry from the OMol25 dataset: a molecular structure, C23H30FO5Tl at a distorted geometry (wB97M-V/def2-TZVPD).

Properties
2S+1: 1
Frontier orbital gap (alpha / beta), eV: 3.7 / 3.4
Energy relative to the best compared isomer or geometry (same formula, charge and spin), kcal/mol: 0.00
HOMO (alpha / beta), eV: -0.150 / 0.179
Charge: -2
Calculated total energy, eV: -41979.691

```
60
C23H30FO5Tl wB97M-V/def2-TZVPD
C 1.7929 2.6307 -6.8054
C 1.9895 2.3229 -5.3126
C 1.2229 1.3753 -7.4554
C 1.5110 0.1925 -6.5008
H 1.7262 1.1945 -8.3997
H 0.1503 1.4839 -7.6527
C 2.2904 0.8322 -5.2599
H 1.0462 2.5209 -4.7951
H 2.7596 2.9952 -4.8982
C 2.2888 0.2522 -3.8382
H 3.3456 0.7861 -5.5556
H 2.2132 -0.5247 -6.9700
C 0.2721 -0.5769 -6.3602
C 0.9970 3.8819 -7.1053
C 3.1093 3.0185 -7.5036
O 3.5476 2.5344 -8.4926
O 0.3500 4.5236 -6.3144
O 1.1512 4.2487 -8.3937
O 3.7059 4.0644 -6.8841
C 4.7870 4.5826 -7.6580
H 5.1639 5.4338 -7.0911
H 4.4093 4.8988 -8.6395
H 5.5670 3.8236 -7.7997
C 0.4927 5.4739 -8.7116
H -0.5828 5.4050 -8.5007
H 0.6793 5.6360 -9.7746
H 0.9185 6.2931 -8.1174
O 1.2277 -0.4462 -3.1691
H 2.3506 1.0660 -3.1045
H 3.0799 -0.5182 -3.7900
C 0.3736 -2.0239 -6.1040
C -0.9013 0.1066 -5.7905
H -1.4742 0.1896 -6.7150
H -0.7680 1.1136 -5.3635
H -1.5011 -0.4749 -5.0663
H -0.2665 -2.4492 -5.3052
H 1.3996 -2.4105 -5.9817
H -0.0124 -2.3491 -7.0705
Tl -0.2782 -1.0445 -1.9593
C 1.3329 -1.5204 1.4380
C 1.9767 -1.5986 0.1560
C 2.5500 -0.3341 -0.1273
H 2.0423 -2.4932 -0.4713
C 2.2599 0.5354 0.9719
C 1.5157 -0.2143 1.9310
H 1.1431 0.1715 2.8777
H 0.8040 -2.3349 1.9348
H 3.1253 -0.0710 -1.0063
H 2.5429 1.5819 1.0495
C -2.2221 0.6920 0.1422
C -1.7048 0.9577 1.4348
C -0.7423 1.9915 1.3282
H -1.9911 0.4510 2.3579
C -0.6529 2.3754 -0.0610
C -1.5758 1.5705 -0.7833
H -1.7701 1.6392 -1.8522
H -2.9822 -0.0577 -0.1108
H -0.1537 2.4181 2.1309
H 0.0035 3.1309 -0.4669
F -1.6168 -2.6819 -2.3123
```

=====

Entry from the OMol25 dataset: a molecular structure, C23H30IMnN10S2 at a distorted geometry (wB97M-V/def2-TZVPD).

Properties
2S+1: 6
Frontier orbital gap (alpha / beta), eV: 3.6 / 7.3
Energy relative to the best compared isomer or geometry (same formula, charge and spin), kcal/mol: 0.00
HOMO (alpha / beta), eV: -6.124 / -9.680
Charge: +1
Calculated total energy, eV: -100319.261

```
67
C23H30IMnN10S2 wB97M-V/def2-TZVPD
Mn 0.0000 0.0000 0.0000
C 1.7559 -0.1996 4.9896
N 0.7956 0.4476 4.0918
C -0.5357 0.5828 4.6796
C 0.8974 0.2341 2.7265
N -0.0854 0.0000 1.9385
N 2.1839 0.3276 2.2195
C 2.6574 0.2653 0.9286
N 3.9870 0.5153 0.8294
N 1.9331 0.0000 -0.0854
H 1.5644 0.0640 6.0356
H 2.7822 0.1133 4.7736
H 1.6926 -1.2890 4.8948
H -0.4754 0.9657 5.7042
H -1.0494 -0.3844 4.7012
H -1.1421 1.2963 4.1116
H -1.2502 0.0000 2.2499
H 2.7679 0.8991 2.8033
H 4.5311 0.0108 1.5184
H 4.3318 0.3102 -0.1004
H 2.2932 0.0000 -1.2353
I -1.7934 5.8121 0.1701
C -0.6297 4.1789 0.0597
C 0.7333 4.1452 -0.0696
N 1.0626 2.8199 -0.1008
N 0.0000 1.9998 0.0000
C -1.0371 2.8391 0.0984
H 1.4863 4.9165 -0.1410
H 1.9842 2.4034 -0.1882
H -2.0346 2.4295 0.1930
N 0.0000 -2.0019 0.0000
S 0.5203 -2.9191 1.0800
C 2.0296 -3.3925 0.1817
C 2.0510 -3.9136 -1.1179
C 3.2590 -4.2764 -1.7198
C 4.4596 -4.1181 -1.0287
C 4.4521 -3.5935 0.2627
C 3.2425 -3.2333 0.8619
C -0.4627 -4.3999 0.6855
C 0.0604 -5.6685 0.9702
C -0.6978 -6.8237 0.7579
C -2.0032 -6.7220 0.2819
C -2.5522 -5.4658 0.0325
C -1.7899 -4.3139 0.2476
H -0.2672 -2.4888 -0.8678
H 1.1195 -4.0302 -1.6629
H 3.2536 -4.6745 -2.7290
H 5.3979 -4.3937 -1.4987
H 5.3813 -3.4552 0.8054
H 3.2340 -2.8151 1.8645
H 1.0683 -5.7547 1.3662
H -0.2659 -7.7953 0.9748
H -2.5954 -7.6165 0.1196
H -3.5742 -5.3706 -0.3195
H -2.2311 -3.3342 0.0800
S 0.0000 0.0000 -2.3654
C 0.0473 -0.1644 -4.0328
N -0.2700 0.9383 -4.7969
C -0.2688 0.9342 -6.1634
C 0.0506 -0.1756 -6.8287
C 0.3815 -1.3258 -5.9702
N 0.3826 -1.3298 -4.6784
H -0.5123 1.7802 -4.2867
H -0.5355 1.8612 -6.6594
H 0.0769 -0.2668 -7.9037
H 0.6478 -2.2515 -6.5065
H -1.7287 0.0000 0.0000
```

=====

Entry from the OMol25 dataset: a molecular structure, C23H30IO5Zr at a distorted geometry (wB97M-V/def2-TZVPD).

Properties
2S+1: 1
Frontier orbital gap (alpha / beta), eV: 3.1 / 3.1
HOMO (alpha / beta), eV: -0.937 / -0.938
Charge: -1
Calculated total energy, eV: -43957.852

```
60
C23H30IO5Zr wB97M-V/def2-TZVPD
C 3.3752 -5.3434 -3.9609
C 2.2365 -4.3591 -3.6682
C 4.6908 -4.5599 -3.7148
C 4.3055 -3.0692 -3.8243
H 5.3914 -4.8536 -4.5032
H 5.1108 -4.8354 -2.7390
C 2.7995 -3.0171 -4.1613
H 2.0783 -4.3327 -2.5786
H 1.2957 -4.6479 -4.1587
C 2.2555 -1.7796 -3.4693
H 2.6579 -2.9426 -5.2483
H 4.8793 -2.6131 -4.6445
C 4.4265 -2.1191 -2.5773
C 3.2941 -6.6995 -3.2849
C 3.2556 -5.8747 -5.3913
O 4.1220 -5.8212 -6.2463
O 2.4902 -7.0082 -2.4270
O 4.1842 -7.5680 -3.8179
O 2.0869 -6.5189 -5.6014
C 2.0484 -7.1429 -6.8860
H 1.0496 -7.5657 -6.9725
H 2.8021 -7.9352 -6.9389
H 2.2460 -6.4187 -7.6825
C 4.0125 -8.9178 -3.3718
H 4.3196 -9.0200 -2.3231
H 4.6451 -9.5307 -4.0174
H 2.9595 -9.2123 -3.4617
O 3.1591 -1.3920 -2.4404
H 1.2698 -1.9108 -2.9970
H 2.1714 -0.9374 -4.1756
C 5.5479 -1.0905 -2.7690
C 4.6598 -2.8067 -1.2294
H 5.6475 -3.2930 -1.1944
H 3.8736 -3.5466 -1.0234
H 4.6137 -2.0440 -0.4343
H 5.4786 -0.2988 -2.0081
H 5.4900 -0.6302 -3.7643
H 6.5310 -1.5770 -2.6776
Zr 0.3613 -0.1017 -0.1792
C -0.4649 2.0824 -0.7815
C 0.2980 1.6059 -1.9020
C -0.3419 0.4189 -2.4105
H 1.1483 2.1170 -2.3453
C -1.5524 0.2182 -1.6520
C -1.6183 1.2468 -0.6470
H -2.4479 1.4369 0.0323
H -0.2693 2.9836 -0.2047
H -0.0425 -0.1374 -3.2967
H -2.3161 -0.5352 -1.8485
C 0.5434 -0.8402 2.1204
C -0.7639 -0.2769 1.9625
C -1.5118 -1.1398 1.0927
H -1.1508 0.5821 2.5062
C -0.6390 -2.1837 0.6300
C 0.6382 -2.0030 1.2735
H 1.4828 -2.6878 1.2277
H 1.2758 -0.5087 2.8495
H -2.5816 -1.0646 0.9002
H -0.9241 -3.0162 -0.0134
I 2.7466 1.0193 0.4556
```

=====

Entry from the OMol25 dataset: a single C23H30N2O4 molecule (wB97M-V/def2-TZVPD).

Properties
2S+1: 1
Frontier orbital gap, eV: 9.0
Energy relative to the best compared isomer or geometry (same formula, charge and spin), kcal/mol: 16.29
HOMO, eV: -8.274
Structure (SMILES): CCOc1ccc(C(=O)NCC(=O)N[C@H](C)CCc2ccccc2)cc1OCC
Calculated total energy, eV: -35509.476

```
59
C23H30N2O4 wB97M-V/def2-TZVPD
C -6.5595 -2.4721 0.1723
C -5.1388 -2.3726 -0.3603
H -4.5038 -3.1392 0.1060
H -5.1294 -2.5237 -1.4489
O -4.6556 -1.0823 -0.0443
C -3.4049 -0.7355 -0.4285
C -2.5170 -1.5540 -1.1085
C -1.2552 -1.0939 -1.4467
C -0.8551 0.1847 -1.0963
C -1.7504 1.0270 -0.4311
C -3.0151 0.5866 -0.0942
O -3.9585 1.3054 0.5712
C -3.7345 2.6705 0.8527
C -3.9099 3.5639 -0.3722
H -3.7834 4.6050 -0.0881
H -3.1850 3.3169 -1.1439
H -4.9067 3.4280 -0.7834
H -4.4935 2.9168 1.6006
H -2.7460 2.8195 1.3065
H -1.4492 2.0372 -0.2055
C 0.5119 0.6184 -1.4627
O 1.1193 0.1372 -2.4121
N 1.0460 1.5930 -0.6884
H 0.6601 1.7428 0.2313
C 2.3473 2.1660 -0.9532
C 3.5209 1.3240 -0.4248
O 4.3433 1.7704 0.3494
N 3.5232 0.0810 -0.9211
H 2.8230 -0.1584 -1.6183
C 4.5490 -0.9000 -0.6434
C 5.2641 -1.2577 -1.9467
H 4.5671 -1.7239 -2.6401
H 5.6666 -0.3602 -2.4099
H 6.0831 -1.9461 -1.7561
C 3.9442 -2.1492 0.0084
H 4.6678 -2.9621 -0.0778
H 3.0474 -2.4364 -0.5451
C 3.6037 -1.9652 1.4928
C 2.4027 -1.0971 1.7434
C 2.5350 0.1645 2.3078
C 1.4177 0.9352 2.5813
C 0.1504 0.4460 2.3095
C 0.0071 -0.8124 1.7478
C 1.1262 -1.5710 1.4601
H 1.0064 -2.5549 1.0288
H -0.9790 -1.2023 1.5434
H -0.7261 1.0328 2.5468
H 1.5397 1.9148 3.0214
H 3.5173 0.5519 2.5314
H 3.4087 -2.9527 1.9209
H 4.4706 -1.5425 2.0039
H 5.2542 -0.4230 0.0459
H 2.4561 2.2543 -2.0388
H 2.3983 3.1566 -0.4988
H -0.5664 -1.7293 -1.9805
H -2.8001 -2.5578 -1.3819
H -6.5629 -2.3160 1.2473
H -6.9710 -3.4526 -0.0495
H -7.1809 -1.7096 -0.2886
```

=====

Entry from the OMol25 dataset: a single C23H30N2O4S molecule at a distorted geometry (wB97M-V/def2-TZVPD).

Properties
2S+1: 1
Frontier orbital gap, eV: 8.1
Energy relative to the best compared isomer or geometry (same formula, charge and spin), kcal/mol: 467.01
HOMO, eV: -7.963
Structure (SMILES): Cc1cc(C)c(C)c(S(=O)(=O)NCc2ccc(C(=O)NC[C@H]3CCCO3)cc2)c1C
Calculated total energy, eV: -46324.016

```
60
C23H30N2O4S wB97M-V/def2-TZVPD
C -2.7904 -0.2248 -0.4843
C -1.4764 -0.5782 -0.9566
C -0.7926 0.1758 -1.7883
C 0.6063 -0.2548 -2.2749
C 1.2199 -1.4408 -2.0232
C 0.4953 -2.3111 -0.8920
C -0.7093 -1.9517 -0.3728
C -1.7882 -2.7968 0.2457
H -1.2633 -3.7258 0.5929
H -2.0566 -2.1563 1.2381
H -2.7955 -3.2145 -0.1490
S 1.1799 -3.8832 -0.3474
O 1.4923 -4.6432 -1.3767
O 0.5785 -4.1949 1.0658
N 2.7958 -3.1911 -0.0555
H 3.4971 -4.0433 0.0676
C 3.0917 -2.4162 1.3941
C 2.4358 -1.1680 1.2929
C 0.9341 -0.8643 1.6834
C 0.4691 0.2567 1.5954
C 1.1315 1.2583 0.6294
C 2.4078 0.8778 0.3967
C 2.9351 -0.2372 0.5742
H 4.0332 -0.4502 0.3010
H 2.7098 1.7260 -0.5547
C 0.3872 2.6178 0.3189
O 0.8227 3.1946 -0.7769
N -0.5712 3.0244 1.2155
H -0.4684 2.5304 2.1855
C -1.2224 4.2552 1.0033
H -1.4553 4.7874 1.7884
C -2.6263 3.7772 0.2875
H -2.5423 3.1335 -0.4185
C -3.3898 3.1884 1.4718
H -4.1959 2.5197 1.0409
C -4.3317 4.2842 2.2430
H -3.5938 4.7269 2.8589
C -4.1193 5.3839 1.3226
H -5.1789 5.5726 0.6973
O -3.4214 4.7236 0.0689
H -3.6622 6.4593 1.5586
H -5.1019 3.9770 2.7603
H -2.8359 2.4696 2.2145
H -0.6126 4.8159 0.1465
H -0.5422 0.3578 1.7600
H 0.5432 -1.5047 2.2736
H 4.0905 -2.3342 1.6102
H 2.5294 -2.9059 2.1948
C 2.2615 -2.1012 -2.5627
H 2.4311 -3.3125 -2.3644
H 2.3407 -1.8002 -3.5630
H 3.1884 -1.6651 -2.0223
C 1.2290 0.7198 -3.2175
H 1.1101 1.7052 -2.9202
H 2.4716 0.6657 -2.8032
H 1.1841 0.2812 -3.9757
H -0.9543 1.0680 -2.1816
H -2.9572 0.6303 -0.9737
H -2.9573 -0.2057 0.5432
H -3.5455 -0.8644 -0.6029
```

=====

Entry from the OMol25 dataset: a single C23H30N2S molecule at a distorted geometry (wB97M-V/def2-TZVPD).

Properties
2S+1: 1
Frontier orbital gap, eV: 8.5
Energy relative to the best compared isomer or geometry (same formula, charge and spin), kcal/mol: 0.00
HOMO, eV: -7.910
Structure (SMILES): S=C(NC1CCCCC1)N(CCc1ccccc1)CCc1ccccc1
Calculated total energy, eV: -38135.553

```
56
C23H30N2S wB97M-V/def2-TZVPD
S -1.6426 -3.2746 0.8155
C -0.9217 -1.7443 0.6277
N -1.5748 -0.6884 -0.0822
H -1.3614 0.1418 -0.0306
C -3.0172 -1.1519 -0.7937
C -3.2637 -0.1423 -1.8003
C -3.4331 1.2861 -1.2847
C -4.5038 1.6215 -0.5765
C -4.3130 0.7554 0.6841
C -4.1232 -0.7847 0.3717
H -4.0326 -1.1624 1.2754
H -5.2109 -0.9635 -0.1635
H -5.0623 0.6817 1.3692
H -3.3223 1.1285 1.3251
H -5.4361 1.3033 -1.0549
H -4.6237 2.6193 -0.0382
H -3.4900 1.8532 -2.2916
H -2.4499 1.7197 -0.9233
H -4.0045 -0.2529 -2.4517
H -2.3882 -0.1376 -2.4078
H -3.1276 -2.0263 -1.0540
N -0.0144 -1.3111 1.3752
C 0.5516 0.0774 1.3725
H -0.3531 0.6670 1.7365
H 1.2531 0.2019 1.9122
C 1.3480 0.5131 0.0420
C 1.5797 1.7660 0.2145
C 2.7676 2.5149 0.8328
C 2.9202 3.6592 1.1731
C 2.1420 4.6167 0.6858
C 0.9604 4.3770 -0.0850
C 0.6518 2.8971 -0.3562
H -0.1877 2.6679 -0.7290
H 0.2296 4.8822 -0.4136
H 2.2843 5.6376 0.7713
H 3.9499 4.1966 1.6013
H 3.4578 1.6115 1.0362
H 0.6321 0.3463 -0.5567
H 2.1702 -0.0235 -0.0761
C 0.7586 -2.3200 1.9667
H 1.7025 -2.0445 2.6641
H 0.0590 -2.9619 2.7428
C 1.4675 -3.4598 0.9261
C 2.4072 -2.8509 -0.0521
C 1.9295 -2.4230 -1.4553
C 2.9983 -1.8697 -2.2914
C 4.1658 -1.4482 -1.8375
C 4.6465 -1.7072 -0.5441
C 3.7336 -2.1496 0.2068
H 3.9189 -2.3514 1.3705
H 5.5108 -1.1541 -0.3155
H 4.7386 -0.7650 -2.6291
H 2.6910 -1.5782 -3.3907
H 1.1321 -2.9297 -1.5966
H 0.9123 -4.0403 0.4772
H 2.1873 -4.0258 1.7053
```

=====

Entry from the OMol25 dataset: a single C23H30N4O4 molecule at a distorted geometry (wB97M-V/def2-TZVPD).

Properties
2S+1: 1
Frontier orbital gap, eV: 9.1
Energy relative to the best compared isomer or geometry (same formula, charge and spin), kcal/mol: 27.54
HOMO, eV: -8.579
Structure (SMILES): C/C=C\C(=O)Nc1cccc(C2=NO[C@@]3(C2)C[C@@H](C(N)=O)N(C(=O)CCCCC)C3)c1
Calculated total energy, eV: -38488.776

```
61
C23H30N4O4 wB97M-V/def2-TZVPD
C 5.0307 5.5139 -6.9219
C 3.6935 4.8954 -7.0988
C 2.9707 4.2572 -6.1768
C 3.3603 4.0332 -4.7691
O 4.3930 4.4211 -4.2589
N 2.4057 3.3216 -4.0825
C 2.4006 2.9128 -2.7507
C 1.3077 2.1749 -2.3093
C 1.2293 1.7314 -0.9914
C 2.2638 2.0358 -0.1061
C 3.3487 2.7696 -0.5487
C 3.4299 3.2101 -1.8569
H 4.2789 3.7803 -2.1930
H 4.1491 3.0051 0.1367
H 2.2216 1.7035 0.9196
C 0.0774 0.9621 -0.5665
N -0.8837 0.6640 -1.3509
O -1.8424 -0.0610 -0.7185
C -1.4720 -0.3089 0.6490
C -1.3806 -1.8203 0.9193
N -1.5388 -1.9015 2.3504
C -0.8731 -2.6691 3.2331
O -1.0161 -2.5019 4.4396
C 0.0461 -3.7367 2.6819
C -0.6817 -4.8627 1.9331
C -1.3277 -5.9016 2.8499
C -2.4972 -5.3615 3.6700
C -3.2216 -6.4810 4.4081
H -2.5395 -6.9960 5.0812
H -4.0456 -6.0827 4.9953
H -3.6223 -7.2084 3.7051
H -2.1303 -4.6377 4.3967
H -3.1996 -4.8501 3.0064
H -0.5722 -6.3093 3.5254
H -1.6877 -6.7238 2.2254
H 0.0497 -5.3740 1.3023
H -1.4471 -4.4440 1.2782
H 0.5888 -4.1572 3.5303
H 0.7757 -3.2677 2.0174
C -2.4233 -0.8286 2.8151
C -2.5777 0.1102 1.6203
H -3.5483 -0.0714 1.1511
H -2.5168 1.1594 1.9012
H -1.9609 -0.3496 3.6852
C -3.7802 -1.4329 3.2482
O -4.7696 -1.3820 2.5534
N -3.7295 -1.9984 4.4632
H -4.5368 -2.5002 4.7972
H -2.8272 -2.1539 4.9001
H -2.2131 -2.3121 0.4020
H -0.4412 -2.2525 0.5783
C -0.1365 0.4286 0.8326
H 0.6706 -0.2376 1.1404
H -0.2082 1.2437 1.5547
H 0.4964 1.9305 -2.9783
H 1.5840 3.0393 -4.5992
H 2.0060 3.8571 -6.4618
H 3.2769 4.9831 -8.0969
H 5.3923 5.3832 -5.9082
H 5.7346 5.0662 -7.6233
H 4.9727 6.5772 -7.1546
```

=====

Entry from the OMol25 dataset: a single C23H30N4O4S molecule at a distorted geometry (wB97M-V/def2-TZVPD).

Properties
2S+1: 1
Frontier orbital gap, eV: 8.7
Energy relative to the best compared isomer or geometry (same formula, charge and spin), kcal/mol: 56.96
HOMO, eV: -8.641
Structure (SMILES): CCN(CC)C(=O)c1ccc(NC(=O)c2cccc(S(=O)(=O)N3CCN(C)CC3)c2)cc1
Calculated total energy, eV: -49324.167

```
62
C23H30N4O4S wB97M-V/def2-TZVPD
C -9.1255 1.1972 -1.0286
H -10.1311 1.5849 -0.8910
H -9.1773 0.3147 -1.6632
H -8.5262 1.9524 -1.5302
C -8.5069 0.8639 0.3259
N -7.1579 0.3471 0.1853
C -6.1182 1.1884 0.3920
O -6.2668 2.3595 0.6904
C -4.7467 0.6051 0.2244
C -4.2135 0.3914 -1.0412
C -2.9223 -0.0758 -1.1978
C -2.1394 -0.3328 -0.0761
C -2.6659 -0.1041 1.1941
C -3.9553 0.3668 1.3412
H -4.3512 0.5586 2.3274
H -2.0569 -0.2892 2.0682
N -0.8228 -0.7977 -0.1582
C -0.1088 -1.1506 -1.2620
O -0.5365 -1.1610 -2.3976
C 1.3006 -1.5586 -0.9563
C 2.0396 -1.0031 0.0840
C 3.3408 -1.4155 0.2861
C 3.9345 -2.3671 -0.5207
C 3.2068 -2.9100 -1.5691
C 1.9042 -2.4981 -1.7901
H 1.3267 -2.8992 -2.6094
H 3.6564 -3.6498 -2.2136
H 4.9468 -2.6726 -0.3084
S 4.2956 -0.5953 1.5669
O 5.3590 -1.4590 1.9801
O 3.3807 -0.0864 2.5455
N 4.9791 0.7085 0.7969
C 5.9923 0.4006 -0.1856
C 6.7739 1.6844 -0.5047
N 5.9231 2.7770 -0.9312
C 5.4343 2.6582 -2.2892
H 4.8912 3.5682 -2.5410
H 4.7713 1.8003 -2.4660
H 6.2900 2.5740 -2.9578
C 4.8892 3.0131 0.0560
C 4.0717 1.7545 0.3853
H 3.3952 1.9399 1.2193
H 3.4826 1.4443 -0.4934
H 4.2261 3.8017 -0.3032
H 5.3821 3.3548 0.9701
H 7.5139 1.4844 -1.2814
H 7.2920 2.0085 0.4018
H 6.6456 -0.3535 0.2526
H 5.5398 -0.0069 -1.1045
H 1.6444 -0.2456 0.7442
H -0.3617 -0.9001 0.7359
H -2.5167 -0.2403 -2.1817
H -4.8116 0.6020 -1.9159
C -7.0079 -1.0728 -0.0509
C -6.8930 -1.8612 1.2536
H -7.7543 -1.6768 1.8913
H -5.9949 -1.5677 1.7911
H -6.8397 -2.9255 1.0408
H -7.8813 -1.4133 -0.6123
H -6.1204 -1.2515 -0.6611
H -9.1167 0.1259 0.8540
H -8.4424 1.7723 0.9293
```